# 1
C45H52FeN6O4SbSe as an isolated structure at a distorted geometry, computed with ωB97M-V with the def2-TZVPD basis set.

Last column: Mulliken charge in e.
Geometry (Å):
Fe: 0.70 -0.02 1.84  1.74
C: -0.69 1.46 5.48  -1.44
C: 0.63 0.88 5.26  0.33
N: 1.09 0.47 4.08  -0.01
C: 2.38 0.05 4.29  0.35
C: 2.70 0.18 5.62  -0.24
N: 1.58 0.72 6.20  0.00
C: 3.88 0.02 6.53  0.55
O: 5.00 -0.31 5.93  -0.52
O: 3.75 0.30 7.68  -0.59
C: 3.17 -0.40 3.16  0.68
O: 4.30 -0.77 3.29  -0.84
O: 2.58 -0.29 2.00  -1.21
H: -0.77 2.40 4.98  0.29
H: -0.92 1.68 6.52  0.40
H: -1.48 0.89 5.03  0.30
H: 1.53 0.91 7.19  0.23
H: 4.87 -0.47 4.96  0.47
N: -0.46 -1.80 2.02  -0.86
C: -0.97 -2.83 2.04  0.17
N: -1.50 -4.04 2.02  0.47
C: -2.78 -4.18 1.26  -0.62
C: -2.88 -5.59 0.78  -0.55
C: -2.81 -6.55 1.95  -0.73
C: -1.47 -6.42 2.64  -0.52
C: -1.32 -4.97 3.15  -0.76
H: -2.75 -3.51 0.42  0.38
H: -3.63 -3.90 1.89  0.34
H: -2.10 -5.82 0.07  0.17
H: -3.77 -5.70 0.19  0.38
H: -3.03 -7.57 1.62  0.35
H: -3.60 -6.27 2.67  0.32
H: -0.70 -6.68 1.91  0.26
H: -1.38 -7.09 3.52  0.35
H: -0.38 -4.85 3.64  0.46
H: -2.19 -4.81 3.86  0.35
C: -5.53 0.95 -2.09  -1.46
C: -4.83 2.08 -1.36  0.04
C: -4.05 1.50 -0.13  -0.49
C: -2.76 0.77 -0.54  -1.38
N: -1.72 1.68 -0.98  1.99
C: -0.88 2.27 -0.11  -1.97
Se: -0.79 2.01 1.81  -0.53
N: -0.05 3.08 -0.75  1.90
C: 0.70 4.21 -0.23  -1.46
C: -0.16 5.47 -0.09  -0.65
C: -1.51 5.26 0.61  0.63
C: -2.33 6.57 0.69  -1.51
C: -0.37 3.02 -2.11  0.59
C: 0.24 3.60 -3.20  -0.90
C: -0.36 3.38 -4.43  -0.89
C: -1.43 2.57 -4.58  -0.75
C: -2.05 1.95 -3.49  -0.34
C: -1.45 2.15 -2.26  -0.23
H: -6.15 1.29 -2.98  0.34
H: -6.25 0.52 -1.42  0.43
H: -4.89 0.23 -2.54  0.30
H: -5.57 2.79 -1.04  0.45
H: -4.12 2.62 -2.02  0.07
H: -4.78 0.81 0.37  0.50
H: -3.80 2.29 0.62  0.12
H: -2.85 0.01 -1.33  0.53
H: -2.36 0.22 0.33  0.08
H: 1.60 4.40 -0.81  0.52
H: 1.12 3.95 0.73  0.53
H: -0.39 5.86 -1.10  0.26
H: 0.44 6.27 0.33  0.52
H: -1.39 4.82 1.63  0.05
H: -2.10 4.56 0.08  -0.13
H: -1.81 7.33 1.25  0.37
H: -3.30 6.42 1.15  0.40
H: -2.50 7.03 -0.33  0.31
H: 1.06 4.26 -3.12  0.59
H: 0.09 3.79 -5.33  0.46
H: -1.82 2.48 -5.62  0.36
H: -2.92 1.27 -3.65  0.30
C: 0.83 -0.22 -5.98  -0.58
C: -0.23 -0.77 -5.26  -0.58
C: -0.17 -0.80 -3.87  -0.64
C: 0.96 -0.30 -3.17  1.06
C: 2.04 0.17 -3.91  -0.60
C: 1.94 0.22 -5.29  -0.86
Sb: 1.35 -0.63 -1.09  1.49
C: 1.86 -2.70 -1.24  0.33
C: 0.92 -3.62 -0.81  -0.38
C: 1.16 -5.00 -1.00  -0.31
C: 2.32 -5.40 -1.66  -0.58
C: 3.24 -4.44 -2.14  -0.75
C: 3.00 -3.12 -1.97  -0.39
C: 3.30 0.17 -0.95  1.26
C: 4.29 -0.52 -0.30  -1.40
C: 5.50 0.14 -0.08  -0.62
C: 5.64 1.49 -0.39  -0.87
C: 4.60 2.14 -1.01  -0.89
C: 3.45 1.46 -1.33  -0.55
H: 0.82 -0.25 -7.08  0.39
H: -1.08 -1.16 -5.77  0.49
H: -0.96 -1.29 -3.32  0.36
H: 2.95 0.44 -3.43  0.58
H: 2.82 0.46 -5.85  0.47
H: -0.03 -3.29 -0.44  0.17
H: 0.40 -5.73 -0.77  0.32
H: 2.51 -6.46 -1.83  0.38
H: 4.12 -4.74 -2.69  0.41
H: 3.64 -2.36 -2.42  0.40
H: 4.15 -1.53 0.01  0.61
H: 6.28 -0.36 0.50  0.41
H: 6.55 2.01 -0.13  0.41
H: 4.74 3.17 -1.20  0.48
H: 2.59 1.96 -1.78  0.58

E_HOMO (spin up / spin down) (eV): -10.5 / -10.8
E (hartree): -6280.7625
Total charge: +1
Multiplicity: 5
LUMO energy (spin up / spin down) (eV): -2.0 / -2.2
Max |F| (eV/A): 2.568

# 2
C45H53AuN7OSe as an isolated structure at a distorted geometry, computed with ωB97M-V with the def2-TZVPD basis set.

Last column: Mulliken charge in e.
Geometry (Å):
Au: 1.09 1.02 -1.09  0.27
C: -0.35 -2.46 -2.68  -1.48
C: 0.05 -2.61 -1.21  3.09
C: 0.75 -3.94 -0.96  -1.81
C: -1.16 -2.44 -0.30  0.19
C: -2.21 -3.34 -0.37  -0.08
C: -3.31 -3.20 0.47  -1.61
C: -3.37 -2.15 1.36  -0.78
C: -2.34 -1.22 1.46  0.09
C: -2.55 -0.02 2.37  3.12
C: -3.74 0.82 1.89  -0.80
C: -2.72 -0.43 3.83  -1.96
C: -1.22 -1.41 0.64  -0.88
N: -0.10 -0.53 0.70  0.88
C: 0.53 -0.36 1.78  -0.87
C: 1.59 0.68 1.83  0.19
N: 1.86 1.42 0.84  0.19
C: 2.75 2.53 1.08  0.49
C: 4.03 2.51 0.52  -0.30
C: 4.90 3.53 0.90  -0.28
C: 4.52 4.51 1.79  -1.57
C: 3.21 4.54 2.26  -0.75
C: 2.29 3.56 1.90  0.12
C: 0.83 3.78 2.29  0.14
C: -0.20 3.48 1.20  -1.01
C: 0.43 3.14 3.63  -1.28
C: 4.46 1.46 -0.48  3.00
C: 4.53 2.08 -1.88  -1.49
C: 5.78 0.80 -0.10  -1.70
H: 0.53 -2.53 -3.32  0.46
H: -0.83 -1.50 -2.86  0.08
H: -1.04 -3.25 -2.99  0.29
H: 0.76 -1.81 -0.97  -1.49
H: 0.10 -4.78 -1.19  0.39
H: 1.06 -4.04 0.09  0.39
H: 1.64 -4.04 -1.59  0.48
H: -2.17 -4.16 -1.07  0.44
H: -4.12 -3.92 0.42  0.44
H: -4.25 -2.03 1.98  1.04
H: -1.67 0.63 2.32  -1.40
H: -4.67 0.24 1.94  -0.60
H: -3.61 1.14 0.86  0.18
H: -3.86 1.70 2.52  0.58
H: -3.64 -1.00 3.98  0.32
H: -2.77 0.45 4.48  0.45
H: -1.89 -1.06 4.18  0.41
H: 0.29 -0.89 2.71  0.41
H: 2.11 0.84 2.78  0.66
H: 5.91 3.53 0.50  0.41
H: 5.22 5.28 2.09  0.38
H: 2.89 5.35 2.90  0.52
H: 0.78 4.86 2.44  0.65
H: -0.45 2.42 1.14  -0.25
H: 0.15 3.81 0.22  0.28
H: -1.12 4.02 1.42  0.58
H: 0.23 2.07 3.52  0.14
H: -0.48 3.61 4.00  0.43
H: 1.21 3.27 4.38  0.34
H: 3.70 0.68 -0.50  -1.57
H: 5.27 2.88 -1.91  0.36
H: 3.57 2.49 -2.18  0.30
H: 4.84 1.32 -2.61  0.40
H: 6.61 1.49 -0.16  0.44
H: 5.99 -0.03 -0.78  0.37
H: 5.74 0.40 0.92  0.39
C: -6.34 -0.39 2.10  -1.64
C: -5.57 -0.11 0.84  0.05
C: -4.82 -1.11 0.22  -0.60
C: -4.12 -0.85 -0.95  -0.26
C: -4.17 0.41 -1.54  0.40
N: -3.44 0.59 -2.74  -0.20
C: -3.61 1.56 -3.68  0.15
O: -4.44 2.43 -3.69  -0.63
N: -2.68 1.44 -4.74  -0.08
C: -1.35 1.11 -4.55  0.01
C: -0.52 0.73 -5.61  -0.61
C: 0.82 0.45 -5.35  -0.84
C: 1.29 0.53 -4.05  -0.21
N: 0.49 0.89 -3.05  0.15
C: -0.79 1.19 -3.29  -0.29
C: -4.90 1.42 -0.93  -0.86
C: -5.58 1.15 0.25  -0.69
H: -5.94 -1.25 2.63  0.40
H: -7.39 -0.60 1.87  0.39
H: -6.32 0.47 2.77  0.38
H: -4.78 -2.10 0.65  0.96
H: -3.54 -1.65 -1.41  0.79
H: -2.90 -0.21 -3.03  0.16
H: -2.93 1.98 -5.55  0.33
H: -0.92 0.66 -6.61  0.49
H: 1.49 0.16 -6.15  0.46
H: 2.32 0.33 -3.80  0.46
H: -1.38 1.49 -2.44  0.76
H: -4.96 2.40 -1.38  0.52
H: -6.15 1.95 0.71  0.40
Se: 3.63 -2.01 -2.09  0.29
N: 3.21 -1.63 -0.41  -0.24
C: 3.55 -2.68 0.31  0.86
C: 3.37 -2.80 1.73  -0.66
C: 3.74 -3.95 2.34  -0.57
C: 4.31 -5.05 1.60  -0.57
C: 4.51 -4.99 0.27  -0.85
C: 4.13 -3.79 -0.43  0.68
N: 4.27 -3.62 -1.72  -0.77
H: 2.96 -1.97 2.28  0.31
H: 3.61 -4.06 3.41  0.45
H: 4.58 -5.94 2.15  0.40
H: 4.94 -5.80 -0.29  0.49

E_HOMO (eV): -9.7
E (hartree): -4741.8741
Total charge: +1
LUMO energy (eV): -3.5
Max |F| (eV/A): 3.771
Relative energy (zero: lowest compared OMol25 entry of this formula, charge and spin) (kcal per mole): 116.2

# 3
A 7-piece molecular cluster, C45H54BrNPS overall, computed with ωB97M-V with the def2-TZVPD basis set.

Last column: Mulliken charge in e.
Geometry (Å):
C: 9.05 -3.60 2.33  -1.07
C: 8.31 -2.92 3.49  -0.57
P: 7.87 -1.15 3.34  0.02
C: 9.46 -0.38 2.86  -1.06
C: 6.89 -0.92 1.78  -0.29
N: 7.25 -1.54 0.49  0.53
C: 6.35 -1.34 -0.43  -0.22
S: 4.99 -0.47 0.08  -0.06
C: 5.38 -1.03 1.84  -0.37
C: 4.82 -2.44 2.00  -0.72
C: 3.30 -2.54 1.82  -0.94
C: 2.52 -1.57 2.71  -0.72
Br: 2.02 0.06 1.77  -0.13
H: 8.47 -3.62 1.41  0.14
H: 9.22 -4.65 2.59  0.46
H: 10.03 -3.17 2.17  0.31
H: 7.43 -3.51 3.76  0.38
H: 8.97 -2.95 4.36  0.47
H: 10.18 -0.61 3.64  0.42
H: 9.86 -0.77 1.93  0.19
H: 9.31 0.70 2.78  0.39
H: 7.08 0.14 1.57  0.27
H: 8.11 -2.03 0.28  -0.03
H: 6.45 -1.72 -1.44  0.50
H: 4.94 -0.37 2.58  0.60
H: 5.04 -2.80 3.01  0.36
H: 5.31 -3.14 1.32  0.38
H: 3.00 -3.55 2.07  0.40
H: 3.03 -2.39 0.78  0.48
H: 1.58 -2.02 3.00  0.44
H: 3.08 -1.30 3.60  0.42
C: -1.14 -0.03 -0.37  0.02
C: -1.87 -1.21 -0.28  -0.53
C: -2.85 -1.49 -1.22  -0.26
C: -3.10 -0.60 -2.25  -0.60
C: -2.37 0.58 -2.34  -0.28
C: -1.39 0.86 -1.40  -0.55
H: -0.38 0.19 0.37  0.21
H: -1.67 -1.91 0.53  0.38
H: -3.42 -2.41 -1.14  0.37
H: -3.87 -0.82 -2.98  0.45
H: -2.57 1.27 -3.15  0.40
H: -0.83 1.78 -1.47  0.37
C: -6.33 0.02 -1.05  -0.03
C: -7.03 1.22 -1.07  -0.86
C: -8.42 1.20 -1.15  -0.37
C: -9.10 0.00 -1.21  -0.17
C: -8.40 -1.20 -1.19  -0.51
C: -7.01 -1.19 -1.11  -0.36
H: -5.25 0.03 -0.98  0.34
H: -6.50 2.16 -1.02  0.36
H: -8.97 2.14 -1.17  0.32
H: -10.18 -0.01 -1.28  0.51
H: -8.93 -2.14 -1.23  0.39
H: -6.46 -2.12 -1.10  0.36
C: 11.61 -0.02 -1.20  -0.61
C: 10.78 -1.05 -0.78  0.40
C: 11.18 -2.37 -0.90  -0.27
C: 12.43 -2.67 -1.43  -0.59
C: 13.26 -1.64 -1.85  -0.44
C: 12.85 -0.32 -1.73  -0.45
H: 11.29 1.01 -1.10  0.36
H: 9.81 -0.81 -0.36  0.17
H: 10.53 -3.18 -0.58  0.28
H: 12.74 -3.70 -1.53  0.38
H: 14.23 -1.87 -2.26  0.38
H: 13.51 0.48 -2.06  0.38
C: -12.42 1.17 3.74  -0.36
C: -11.22 1.33 3.07  -0.59
C: -10.96 0.61 1.91  -0.01
C: -11.91 -0.28 1.43  -0.35
C: -13.12 -0.44 2.10  -0.49
C: -13.37 0.28 3.26  -0.41
H: -12.62 1.73 4.64  0.38
H: -10.48 2.03 3.44  0.38
H: -10.02 0.73 1.39  0.33
H: -11.72 -0.84 0.53  0.36
H: -13.86 -1.13 1.72  0.40
H: -14.31 0.15 3.78  0.38
C: 7.34 5.21 -2.38  -0.44
C: 8.29 4.24 -2.12  -0.45
C: 7.91 3.02 -1.57  -0.41
C: 6.57 2.79 -1.28  0.17
C: 5.62 3.76 -1.54  -0.55
C: 6.01 4.98 -2.09  -0.40
H: 7.65 6.16 -2.81  0.37
H: 9.34 4.42 -2.34  0.37
H: 8.65 2.26 -1.36  0.41
H: 6.27 1.84 -0.85  0.20
H: 4.57 3.58 -1.32  0.38
H: 5.27 5.74 -2.30  0.37
C: -12.48 2.28 -3.11  -0.39
C: -12.33 2.22 -1.73  -0.26
C: -13.42 1.95 -0.91  -0.47
C: -14.67 1.74 -1.48  -0.49
C: -14.83 1.79 -2.85  -0.38
C: -13.74 2.06 -3.67  -0.38
H: -11.63 2.48 -3.74  0.37
H: -11.35 2.38 -1.29  0.45
H: -13.29 1.91 0.16  0.44
H: -15.52 1.53 -0.84  0.38
H: -15.80 1.63 -3.29  0.36
H: -13.86 2.11 -4.74  0.37

E_HOMO (eV): -10.0
E (hartree): -5115.1715
Total charge: +1
LUMO energy (eV): -4.1
Max |F| (eV/A): 0.896
Relative energy (zero: lowest compared OMol25 entry of this formula, charge and spin) (kcal per mole): 0.0